Record 1
The following is a quantum chemistry calculation of 2 unconnected molecules or ions with the total composition H4S2, from OMol25.

Geometry as XYZ:
```
6
Properties=species:S:1:pos:R:3:forces:R:3
S -1.6806 -0.1798 -0.6028 -0.034 0.035 0.189
H -1.1655 -0.8940 0.4152 -0.119 0.081 -0.131
H -1.2108 0.9761 -0.0979 -0.075 -0.148 -0.085
S 1.9536 0.1759 0.0237 -0.074 -0.042 0.073
H 1.0022 -0.2967 -0.8029 0.149 0.083 0.103
H 1.1011 0.2184 1.0646 0.153 -0.010 -0.149
```
Forces are in eV/Å.

Calculated values
- Gap between HOMO and LUMO: 0.385 hartree
- Highest occupied orbital energy: -9.752 eV
- SMILES string: S.S
- ΔE to the lowest compared entry with this formula, charge and spin: 1.0 kcal/mol
- LUMO level: 0.7 eV
- Spin multiplicity: 1

---

Record 2
The following is a quantum chemistry calculation of H4S2Si in the gas phase, from OMol25.

Geometry as XYZ:
```
7
Properties=species:S:1:pos:R:3:forces:R:3
Si 0.9047 -0.2030 -0.7087 -1.104 -0.430 -0.497
S 0.0113 0.6258 0.9848 0.196 0.961 0.790
S -2.0704 0.4501 0.8737 0.341 0.391 -2.614
H -0.1800 -1.0493 -1.2211 0.207 -0.723 0.024
H 1.1447 0.6223 -1.8564 0.369 0.853 -0.474
H 2.1539 -0.6995 -0.1825 0.481 -0.470 0.057
H -1.9643 0.2537 2.1101 -0.489 -0.583 2.714
```
Forces are in eV/Å.

Calculated values
- Gap between HOMO and LUMO: 0.325 hartree
- Highest occupied orbital energy: -8.753 eV
- SMILES string: [SiH3]SS
- ΔE to the lowest compared entry with this formula, charge and spin: 31.8 kcal/mol
- LUMO level: 0.1 eV
- Spin multiplicity: 1

---

Record 3
The following is a quantum chemistry calculation of 2 unconnected molecules or ions with the total composition H4S4, from OMol25.

Geometry as XYZ:
```
8
Properties=species:S:1:pos:R:3:forces:R:3
S -0.4599 1.9457 2.3485 -0.083 0.020 0.343
S -0.7563 1.8949 0.3378 0.403 -0.214 -0.634
H 0.0928 3.1671 2.4509 -0.115 0.008 -0.057
H -2.0556 2.1789 0.2024 -0.198 0.169 0.339
S 0.5308 -2.3686 -2.4334 -0.594 0.124 -0.511
S 1.3568 -2.9763 -0.7052 0.732 -0.330 0.756
H 0.8782 -1.0732 -2.4367 0.069 0.069 0.113
H 0.4131 -2.7684 0.2356 -0.213 0.155 -0.348
```
Forces are in eV/Å.

Calculated values
- Gap between HOMO and LUMO: 0.362 hartree
- Highest occupied orbital energy: -9.592 eV
- SMILES string: SS.SS
- ΔE to the lowest compared entry with this formula, charge and spin: 2.3 kcal/mol
- LUMO level: 0.3 eV
- Spin multiplicity: 1

---

Q: The highest ΔE to the lowest compared entry with this formula, charge and spin belongs to which entry?
A: H4S2Si

---

Q: highest occupied orbital energy of number 2 (H4S2Si)?
A: -8.753 eV